Formula: C18H21N5O3S
Source: OMol25
Level of theory: wB97M-V/def2-TZVPD

Orbital gap: 8.63 eV
LUMO: 0.019 Eh
Maximum force: 4.7 eV/Å
HOMO level: -8.11 eV
SMILES: [H]/N=C1/N[C@]2(c3ccccc3)CN(c3cccc(OC)n3)C[C@@H]2S(=O)(=O)N1C
Relative energy (zero: lowest compared OMol25 entry of this formula, charge and spin): 458.91 kJ/mol

Each line ends with the Mulliken charge.
Geometry (Å):
1 S -1.70 -0.75 -2.11  1.3446
2 O 3.04 4.64 -0.09  -0.4097
3 O -2.21 -2.02 -2.65  -0.7426
4 O -1.44 0.27 -3.18  -0.7217
5 N 1.74 2.68 0.23  -0.3642
6 N -3.85 -0.71 0.86  -0.8788
7 N -2.72 -0.06 -0.95  0.0534
8 N 0.39 0.74 0.31  0.6134
9 N -1.99 -1.81 0.47  -0.2417
10 C 0.09 4.02 1.96  -0.7454
11 C -0.56 -1.53 0.27  2.7872
12 C 1.59 -2.94 0.87  -0.0418
13 C 1.64 -5.32 0.55  -0.3712
14 C 0.72 2.02 0.77  0.1059
15 C 1.97 3.96 0.45  0.2559
16 C -3.32 1.22 -1.15  -1.1043
17 C -0.10 2.72 1.58  0.0631
18 C -2.84 -0.84 0.13  0.1420
19 C 0.36 -5.26 0.02  -0.7298
20 C 1.20 4.69 1.37  -0.3610
21 C 3.73 4.05 -1.26  -0.5521
22 C -0.16 -0.31 1.14  -1.9416
23 C -0.36 -4.04 -0.03  -0.6292
24 C 0.19 -2.81 0.46  -0.3779
25 C 2.28 -4.12 0.92  -0.8700
26 C -0.24 -0.99 -1.10  -0.8046
27 C 0.56 0.22 -1.05  -1.0561
28 H -3.27 1.92 -0.23  0.2468
29 H 4.49 3.34 -0.89  0.2476
30 H -0.24 -6.16 -0.29  0.3000
31 H -1.28 -3.92 -0.41  0.5839
32 H -0.94 0.16 1.77  0.3647
33 H 1.42 5.74 1.53  0.4316
34 H 0.30 -1.72 -1.71  0.8186
35 H 4.29 4.83 -1.85  0.2384
36 H 0.26 0.93 -1.88  0.4721
37 H 0.67 -0.53 1.84  0.2418
38 H 1.96 -6.28 0.65  0.5036
39 H 1.57 -0.16 -1.23  0.2640
40 H 3.28 -4.08 1.39  0.3463
41 H 2.95 3.51 -1.88  0.2453
42 H -4.41 0.94 -1.36  0.4405
43 H -0.51 4.38 2.84  0.3518
44 H 2.17 -2.06 1.26  0.1827
45 H -4.50 -0.05 0.51  0.2654
46 H -2.89 1.71 -1.97  0.3478
47 H -2.33 -2.37 1.26  0.4400
48 H -1.02 2.17 1.87  0.2453

=====

Formula: C10H28O6S4Tl
Source: OMol25
Level of theory: wB97M-V/def2-TZVPD

Charge: +1
Orbital gap: 8.11 eV
LUMO: -0.084 Eh
Maximum force: 19.4 eV/Å
HOMO level: -10.39 eV
Relative energy (zero: lowest compared OMol25 entry of this formula, charge and spin): 1153.06 kJ/mol

Each line ends with the Mulliken charge.
Geometry (Å):
1 Tl 0.08 0.04 -0.38  1.5474
2 S 2.11 1.06 -2.69  0.1545
3 S 1.99 2.36 1.08  0.2734
4 S 0.56 -2.91 -1.83  0.0360
5 S -2.54 -1.90 -0.54  0.0493
6 O 1.00 0.27 -1.96  0.0779
7 O 0.27 -1.44 -1.45  -0.1520
8 O -1.10 0.49 1.59  -1.0389
9 O 1.49 1.20 0.16  -0.5056
10 O -1.04 -1.51 -0.33  -0.2157
11 O -0.92 1.87 -1.28  -0.7917
12 C 0.60 2.50 2.34  -0.8382
13 C 3.66 1.08 -1.62  -0.5199
14 C -1.92 2.08 -0.31  -0.4904
15 C -3.45 -0.52 0.44  -0.8879
16 C 1.17 -3.58 -0.20  -0.8205
17 C 1.37 2.70 -2.43  -0.7274
18 C 3.18 1.59 2.30  -1.0510
19 C -1.72 1.73 1.23  -0.5752
20 C -2.65 -3.15 0.80  -0.9006
21 C -1.10 -3.70 -1.87  -0.9792
22 H -1.70 -3.44 -1.00  0.1787
23 H 0.52 1.50 2.77  0.3039
24 H 4.17 1.65 1.85  0.3860
25 H 2.92 0.57 2.57  0.2971
26 H 3.19 2.17 3.23  0.4574
27 H 0.43 -3.42 0.59  0.1620
28 H -3.76 0.41 -0.05  0.3787
29 H 1.86 3.38 -3.13  0.5219
30 H -1.72 -3.72 0.74  0.2995
31 H 0.30 2.88 -2.36  0.2726
32 H 3.50 1.46 -0.61  -0.0762
33 H -1.21 2.57 1.70  0.1863
34 H -1.02 -4.78 -2.05  0.4819
35 H -2.49 -2.71 1.79  0.3508
36 H 3.92 0.03 -1.49  0.3190
37 H 4.49 1.62 -2.06  0.4411
38 H -1.57 -3.14 -2.68  0.4042
39 H 1.74 3.06 -1.47  0.1595
40 H -2.78 -0.23 1.24  0.2259
41 H 2.10 -3.14 0.15  0.3411
42 H 0.72 3.35 3.01  0.5663
43 H -3.48 -3.83 0.93  0.4218
44 H -0.31 2.67 1.77  0.0043
45 H -2.73 1.78 1.64  0.5943
46 H -2.89 1.62 -0.54  0.2306
47 H -2.31 3.09 -0.19  0.4488
48 H 1.41 -4.64 -0.30  0.4543
49 H -4.33 -0.98 0.89  0.5436

=====

Formula: C4H12O
Source: OMol25
Level of theory: wB97M-V/def2-TZVPD

Orbital gap: 11.86 eV
LUMO: 0.029 Eh
Maximum force: 2.0 eV/Å
HOMO level: -11.08 eV
SMILES: CC(C)C.O
Relative energy (zero: lowest compared OMol25 entry of this formula, charge and spin): 10.37 kJ/mol

Each line ends with the Mulliken charge.
Geometry (Å):
1 O -0.33 -4.68 1.94  -0.6490
2 C 0.00 0.00 0.00  -1.2696
3 C -1.89 -1.33 -1.04  -1.2052
4 C -2.36 0.19 0.99  -1.2846
5 C -1.58 -0.06 -0.29  0.7638
6 H -0.09 -5.33 1.24  0.3245
7 H -2.20 1.25 1.26  0.3323
8 H -3.44 0.04 0.82  0.3456
9 H -1.27 -1.41 -1.95  0.3537
10 H 0.31 1.04 0.19  0.3459
11 H -1.80 0.84 -0.90  0.1441
12 H -1.21 -4.34 1.68  0.3178
13 H -2.04 -0.44 1.83  0.2992
14 H 0.54 -0.37 -0.89  0.3462
15 H 0.29 -0.61 0.87  0.3080
16 H -2.95 -1.39 -1.34  0.3554
17 H -1.67 -2.18 -0.38  0.1720

=====

Formula: C23H13BrMoN6O5
Source: OMol25
Level of theory: wB97M-V/def2-TZVPD

Charge: +2
Orbital gap (spin up / spin down): 5.21 / 5.15 eV
LUMO (spin up / spin down): -0.364 / -0.365 Eh
Maximum force: 1.3 eV/Å
HOMO level (spin up / spin down): -15.11 / -15.10 eV
Relative energy (zero: lowest compared OMol25 entry of this formula, charge and spin): 126.39 kJ/mol

Each line ends with the Mulliken charge.
Geometry (Å):
1 Mo 0.09 -0.28 -0.05  -0.7499
2 Br 5.42 0.10 -4.20  -0.0086
3 O -2.17 -0.56 0.89  -0.2201
4 O -2.41 2.58 -1.25  -0.4711
5 O 1.66 0.06 1.10  -0.4338
6 O 2.15 0.20 3.29  -0.4734
7 O -0.75 1.05 -1.06  -0.1708
8 N 0.06 -1.87 1.03  -0.2025
9 N -4.04 -1.43 1.79  -0.3451
10 N -3.15 -4.64 3.20  -0.2787
11 N -0.40 1.33 1.25  0.3731
12 N 1.72 -0.15 -1.41  0.4152
13 N -2.91 -4.86 -5.17  -0.3867
14 C -1.60 2.02 -0.60  0.0586
15 C -0.76 -2.54 1.57  0.7316
16 C -0.57 -3.53 -2.93  -0.9482
17 C -1.01 3.35 2.94  -0.2910
18 C 0.28 1.43 2.39  0.5784
19 C -0.02 -2.65 -2.01  0.1208
20 C 3.94 -0.01 -3.08  0.2188
21 C -2.64 -3.78 2.64  -0.3828
22 C -1.28 2.24 0.86  0.7784
23 C 1.47 0.49 2.36  0.0964
24 C -1.63 3.28 1.69  -0.7610
25 C -2.44 -4.16 -4.39  -0.2812
26 C 3.96 -0.79 -1.93  -0.7221
27 C 1.69 0.59 -2.54  -0.3220
28 C -2.56 -2.15 -3.01  -1.0075
29 C -1.99 -1.28 -2.10  -0.4566
30 C -2.76 -1.49 1.48  0.8901
31 C -2.03 -2.72 1.93  -0.0506
32 C -1.85 -3.28 -3.43  0.5403
33 C -0.72 -1.52 -1.58  1.9408
34 C 2.76 0.69 -3.39  -0.8579
35 C 2.85 -0.83 -1.13  -0.2886
36 C -0.02 2.44 3.29  -0.7105
37 H 0.54 2.51 4.21  0.5566
38 H 0.97 -2.88 -1.63  0.4454
39 H -0.03 -4.40 -3.25  0.5025
40 H -1.25 4.16 3.62  0.4796
41 H 2.70 1.30 -4.27  0.4948
42 H -2.34 4.03 1.36  0.5712
43 H -2.55 -0.40 -1.81  0.4392
44 H -4.59 -0.63 1.52  0.2690
45 H 0.76 1.10 -2.77  0.5258
46 H 2.86 -1.42 -0.22  0.5909
47 H 4.85 -1.34 -1.65  0.4762
48 H -4.50 -2.18 2.29  0.2140
49 H -3.55 -1.96 -3.40  0.5128

=====

Formula: CH6N3O
Source: OMol25
Level of theory: wB97M-V/def2-TZVPD

Spin multiplicity: 3
Charge: +1
Orbital gap (spin up / spin down): 7.25 / 7.50 eV
LUMO (spin up / spin down): -0.190 / -0.319 Eh
Maximum force: 4.6 eV/Å
HOMO level (spin up / spin down): -12.41 / -16.17 eV
⟨S²⟩: 2.03
Relative energy (zero: lowest compared OMol25 entry of this formula, charge and spin): 339.65 kJ/mol

Each line ends with the Löwdin spin population.
Geometry (Å):
1 O 1.42 1.39 0.14  0.2073
2 N 2.49 0.65 0.14  0.3592
3 N -0.14 0.81 0.12  0.4257
4 N -0.20 -0.37 -0.03  0.7786
5 C -1.39 -1.10 -0.15  0.1038
6 H 2.62 0.11 -0.69  0.0154
7 H -1.50 -1.72 0.70  0.0244
8 H 2.79 0.20 1.01  0.0149
9 H -0.86 1.52 0.33  0.0383
10 H -2.34 -0.50 -0.23  0.0135
11 H -1.31 -2.05 -0.89  0.0190

=====

Formula: C33H36N
Source: OMol25
Level of theory: wB97M-V/def2-TZVPD

Charge: +1
Orbital gap: 4.16 eV
LUMO: -0.213 Eh
Maximum force: 6.6 eV/Å
HOMO level: -9.95 eV

Each line ends with the Mulliken charge.
Geometry (Å):
1 N -0.77 -2.14 -2.14  -0.5685
2 C 0.43 -1.97 -1.22  -0.8787
3 C -1.19 0.26 -2.19  -0.5487
4 C -4.61 -3.50 -5.75  0.8251
5 C 0.75 -0.74 -3.60  -0.9161
6 C -3.68 -4.58 -5.81  -0.8498
7 C 0.68 -2.05 2.95  -1.4817
8 C -5.68 -3.40 -6.67  -0.7721
9 C -6.59 -2.35 -6.60  -0.5769
10 C 0.16 -2.15 -3.49  -0.5476
11 C -1.08 -2.33 1.27  0.5711
12 C -4.46 0.95 -0.10  -0.7393
13 C -3.36 -2.61 -3.81  0.7191
14 C -4.45 -2.49 -4.73  0.4569
15 C -0.39 -4.20 2.68  -0.9513
16 C -3.98 1.85 0.86  1.1706
17 C 0.36 0.17 -2.38  -0.1528
18 C -3.11 -1.59 -2.69  -0.5716
19 C -3.96 -0.35 -0.17  -0.4602
20 C -6.44 -1.36 -5.61  -0.8315
21 C -0.13 -1.52 1.97  -0.1921
22 C -1.87 -1.81 0.13  0.1744
23 C 0.90 -0.56 -1.12  -0.6811
24 C -1.66 -1.10 -2.64  0.1235
25 C -3.02 1.40 1.77  -1.0691
26 C -4.56 3.22 0.95  -1.4728
27 C -2.74 -0.70 0.51  -0.0130
28 C -2.49 0.12 1.65  -0.5675
29 C -5.39 -1.43 -4.70  -0.7185
30 C 0.55 -3.39 3.33  0.9959
31 C 1.40 -3.93 4.43  -1.4789
32 C -1.18 -3.69 1.65  -0.4496
33 C -2.52 -3.71 -3.87  -0.5880
34 C -2.67 -4.69 -4.87  -1.2427
35 H -0.44 -2.44 -4.34  0.4433
36 H 0.90 -4.75 4.95  0.3897
37 H -1.52 -0.98 -3.73  1.1609
38 H 0.29 -2.51 -0.29  0.5523
39 H 1.85 -0.83 -3.61  0.4173
40 H 1.40 -1.40 3.46  0.4013
41 H -4.10 3.79 1.76  0.3712
42 H 1.65 -3.15 5.16  0.3925
43 H 0.94 -2.90 -3.38  0.4145
44 H -1.90 -4.32 1.12  0.4572
45 H -0.05 -0.45 1.73  0.4763
46 H -1.88 -0.25 2.48  0.7679
47 H 2.35 -4.32 4.03  0.2798
48 H -3.80 -5.32 -6.60  0.3779
49 H -7.42 -2.29 -7.31  0.3781
50 H 0.45 -0.26 -4.53  0.4467
51 H -2.27 -2.59 -0.52  0.6958
52 H -5.78 -4.17 -7.44  0.3612
53 H -5.64 3.20 1.13  0.3660
54 H 0.59 -0.09 -0.19  0.0838
55 H -4.51 -1.11 -0.72  0.7225
56 H -4.41 3.76 0.01  0.3591
57 H -7.14 -0.53 -5.57  0.4111
58 H -3.34 -2.14 -1.77  -0.1269
59 H -1.65 1.05 -2.81  0.4654
60 H -5.27 1.24 -0.76  0.4963
61 H -1.98 -5.53 -4.90  0.4130
62 H -1.73 -3.79 -3.13  0.5205
63 H -2.71 2.03 2.61  0.3758
64 H 0.78 1.17 -2.47  0.4964
65 H -5.29 -0.65 -3.94  0.3739
66 H 2.00 -0.59 -1.13  0.4997
67 H 1.25 -2.52 -1.68  0.6503
68 H -1.49 0.45 -1.15  -0.1187
69 H -0.51 -5.24 2.98  0.3973
70 H -3.78 -0.73 -2.75  0.1141

=====

Looking at E for the records above, in order, we have -43431.714 -71117.709 -6390.014 -115120.231 -7636.329 -36284.728 eV.